{"formula": "C24H56BrN3O", "method": "ωB97M-V with the def2-TZVPD basis set", "species": ["Br", "C", "C", "N", "C", "C", "C", "C", "C", "O", "C", "H", "H", "H", "H", "H", "H", "H", "H", "H", "H", "H", "H", "H", "H", "H", "H", "H", "H", "H", "H", "C", "C", "C", "N", "C", "C", "C", "C", "C", "H", "H", "H", "H", "H", "H", "H", "H", "H", "H", "H", "H", "H", "H", "H", "H", "H", "H", "C", "C", "C", "N", "C", "C", "C", "C", "C", "H", "H", "H", "H", "H", "H", "H", "H", "H", "H", "H", "H", "H", "H", "H", "H", "H", "H"], "coordinates": [[2.61495, 15.76028, -2.44592], [1.69129, 12.19771, -3.69515], [0.56094, 12.11679, -4.70358], [0.91596, 11.50151, -6.03228], [1.87252, 12.43722, -6.71208], [1.55993, 10.13597, -5.92937], [0.67165, 9.09294, -5.29780], [-0.36430, 11.50074, -6.82937], [-0.32571, 11.12474, -8.28246], [0.16058, 9.81811, -8.50324], [1.07307, 9.70117, -9.59892], [2.36399, 11.34814, -3.60382], [1.21006, 12.25402, -2.70912], [2.22570, 13.14870, -3.67883], [0.20187, 13.11834, -4.93046], [-0.27415, 11.54986, -4.29997], [2.27497, 11.93155, -7.58487], [2.64355, 12.71659, -6.00193], [1.34726, 13.32884, -7.04342], [2.45534, 10.30003, -5.33676], [1.81231, 9.87152, -6.94646], [-0.15635, 8.82432, -5.94807], [0.21871, 9.46389, -4.37492], [1.27435, 8.22815, -5.03579], [-0.78397, 12.50487, -6.71517], [-1.12418, 10.93785, -6.28023], [0.12192, 11.88915, -8.92962], [-1.37167, 11.16169, -8.62739], [1.51409, 8.71206, -9.51447], [1.85648, 10.46265, -9.54674], [0.54283, 9.78298, -10.54804], [5.61360, 11.09143, -2.71969], [5.02981, 11.68403, -1.43081], [5.43782, 13.14112, -1.31422], [5.30953, 13.73263, 0.04794], [3.84814, 13.83839, 0.41977], [6.02191, 12.92019, 1.10600], [6.35602, 13.88764, 2.22179], [6.33064, 15.30101, 1.60060], [5.94520, 15.09536, 0.13550], [6.69774, 10.98076, -2.70962], [5.29111, 11.62379, -3.61251], [5.25882, 10.05649, -2.78819], [5.40970, 11.09724, -0.60060], [3.94392, 11.62291, -1.50236], [4.81744, 13.75992, -1.96850], [6.48332, 13.28055, -1.59500], [3.35168, 13.89483, -0.54784], [3.68030, 14.76912, 0.94737], [3.45547, 12.97230, 0.94200], [5.39323, 12.10468, 1.43898], [6.92019, 12.51376, 0.64021], [5.60239, 13.86457, 3.00963], [7.30474, 13.65228, 2.69543], [5.57668, 15.92317, 2.07721], [7.29537, 15.79496, 1.66103], [5.23770, 15.81932, -0.26003], [6.82304, 15.02215, -0.50541], [-1.13417, 21.73277, 4.22357], [-0.87221, 20.30956, 3.74435], [-0.14918, 20.31271, 2.41782], [0.36490, 18.97533, 1.94888], [1.39873, 18.44413, 2.85739], [0.89372, 19.06358, 0.53898], [0.88596, 17.63348, 0.03161], [-0.26934, 16.93433, 0.79879], [-0.77575, 17.98496, 1.81752], [-1.77627, 21.71146, 5.09793], [-1.69801, 22.27198, 3.45254], [-0.21687, 22.29850, 4.36657], [-1.81420, 19.76420, 3.68753], [-0.25225, 19.81738, 4.49748], [0.69706, 21.00387, 2.43080], [-0.80077, 20.64555, 1.60693], [1.00474, 18.35137, 3.86135], [2.28660, 19.06626, 2.79639], [1.65499, 17.43492, 2.53395], [1.88667, 19.50574, 0.57228], [0.18269, 19.71183, 0.03352], [1.81950, 17.10779, 0.20617], [0.72885, 17.62829, -1.04219], [0.06093, 16.05191, 1.33734], [-1.07235, 16.71296, 0.10287], [-0.95116, 17.56249, 2.79974], [-1.60621, 18.53837, 1.39031]], "mulliken_charge": [-0.713, -0.952, -0.739, -0.007, -0.806, -0.549, -1.285, -0.715, -0.807, -0.339, -0.733, 0.174, 0.464, 0.293, 0.348, 0.546, 0.332, 0.378, 0.357, 0.667, 0.494, 0.321, 0.289, 0.430, 0.496, 0.502, 0.437, 0.434, 0.261, 0.325, 0.312, -1.495, 0.210, -1.233, 0.519, -0.719, -0.854, -0.663, -0.563, -0.692, 0.447, 0.286, 0.397, 0.305, 0.229, 0.519, 0.420, 0.136, 0.384, 0.156, 0.459, 0.429, 0.279, 0.405, 0.250, 0.376, 0.361, 0.507, -1.394, -0.079, -0.878, 0.251, -0.872, -0.745, -0.121, -0.743, -0.616, 0.380, 0.353, 0.365, 0.354, 0.220, 0.386, 0.409, 0.326, 0.325, 0.338, 0.492, 0.404, -0.151, 0.433, 0.305, 0.368, 0.421, 0.402], "total_energy_ev": -102342.901, "spin_multiplicity": 1, "total_charge": 2, "homo_ha": -0.4339, "orbital_gap_ev": 7.90}

=====

{"formula": "C24H56O13Zn2", "method": "ωB97M-V with the def2-TZVPD basis set", "species": ["Zn", "Zn", "C", "C", "C", "O", "C", "C", "C", "O", "O", "O", "H", "H", "C", "C", "O", "H", "H", "H", "H", "H", "H", "C", "C", "O", "H", "H", "H", "H", "H", "H", "C", "C", "O", "H", "H", "H", "H", "H", "H", "C", "C", "O", "H", "H", "H", "H", "H", "H", "C", "C", "O", "H", "H", "H", "H", "H", "H", "C", "C", "O", "H", "H", "H", "H", "H", "H", "C", "C", "O", "H", "H", "H", "H", "H", "H", "C", "C", "O", "H", "H", "H", "H", "H", "H", "C", "C", "O", "H", "H", "H", "H", "H", "H"], "coordinates": [[-0.18411, -4.55646, 2.15269], [-0.38912, 2.73704, -0.43714], [-1.77398, -0.89979, 1.05568], [-1.15257, 0.29125, 0.58354], [0.47438, 0.34028, 0.60939], [0.93103, 1.43658, 0.31683], [1.12703, -0.92188, 0.63762], [0.44216, -2.02674, 0.98367], [-1.01641, -2.02925, 1.25036], [-1.67169, -3.03164, 1.67446], [1.13861, -3.11316, 1.01670], [-1.71487, 1.33810, 0.17219], [-2.84238, -0.94957, 1.20554], [2.20270, -0.95630, 0.54733], [-3.77628, -4.71226, -2.03824], [-4.51509, -4.32711, -0.75679], [-4.07853, -5.08853, 0.36472], [-2.95622, -4.04266, -2.29753], [-4.46191, -4.45313, -2.84500], [-3.55110, -5.77276, -1.92537], [-5.59673, -4.43326, -0.83972], [-4.58281, -3.24416, -0.65323], [-3.62284, -4.44622, 0.91370], [-4.70151, -0.29979, -3.19743], [-4.31538, 0.85782, -2.26633], [-4.11452, 1.84518, -3.25262], [-5.24843, -1.11218, -2.71888], [-3.76981, -0.78781, -3.48355], [-5.28162, -0.06962, -4.09108], [-3.46886, 0.61104, -1.62555], [-5.23801, 1.04512, -1.71699], [-4.70086, 2.57834, -3.05191], [-1.12167, -1.84002, -2.58260], [0.37047, -1.69836, -2.81504], [0.57486, -0.83620, -3.94426], [-1.62135, -0.87173, -2.61161], [-1.20620, -2.44235, -1.67808], [-1.71106, -2.52150, -3.19603], [0.83999, -2.66995, -2.96884], [0.87645, -1.30803, -1.93202], [1.49061, -0.71695, -4.20650], [1.85051, -2.28252, 4.89986], [0.40280, -2.38151, 4.56127], [0.09258, -3.64619, 4.07580], [2.10835, -2.88923, 5.76791], [2.14328, -1.26916, 5.17459], [2.47399, -2.68091, 4.09945], [0.24195, -1.88173, 3.60605], [-0.25997, -2.02724, 5.35078], [-0.50967, -4.11645, 4.65697], [3.33077, 3.85215, -0.59316], [2.28418, 3.62300, -1.63229], [0.99135, 4.02690, -1.15208], [2.89958, 3.70929, 0.39767], [3.58259, 4.91085, -0.53106], [4.21877, 3.27571, -0.85251], [2.39375, 2.57552, -1.91315], [2.47320, 4.25687, -2.49865], [0.97628, 4.95615, -0.91152], [-3.67357, 1.35425, 4.05704], [-3.63325, 2.18386, 2.73640], [-4.15443, 1.40709, 1.67749], [-2.71423, 0.85004, 4.17340], [-4.45321, 0.59325, 4.09095], [-3.80068, 1.91011, 4.98599], [-2.63223, 2.56500, 2.53445], [-4.25964, 3.06797, 2.85510], [-3.40891, 0.92396, 1.31362], [-0.10485, 2.83093, -4.51108], [-1.12597, 2.22428, -3.63278], [-0.48188, 1.74948, -2.41067], [0.42538, 3.56174, -3.90045], [-0.44443, 3.33769, -5.41440], [0.62182, 2.11025, -4.88614], [-1.74755, 1.40974, -4.00461], [-1.84082, 2.98493, -3.31892], [0.10732, 1.07961, -2.76522], [6.02461, 1.43762, 3.98972], [4.59016, 1.36568, 3.66712], [4.44595, 0.32133, 2.72690], [6.53892, 0.48339, 4.10393], [6.17302, 1.93342, 4.94902], [6.64821, 1.89084, 3.21912], [4.19955, 2.34760, 3.39998], [4.00267, 1.05726, 4.53190], [4.35658, 0.65389, 1.83079], [5.64490, 0.51471, -1.39211], [4.28136, 0.06174, -0.90194], [3.85115, 0.84132, 0.20288], [5.82232, 1.56597, -1.61899], [5.89884, 0.06310, -2.35110], [6.34731, 0.32067, -0.58151], [4.25014, -1.00661, -0.68804], [3.57575, 0.30095, -1.69755], [2.89304, 0.79010, 0.17139]], "mulliken_charge": [0.824, 0.575, -0.831, 2.107, 1.959, -1.205, -0.950, 0.786, -0.373, -0.944, -1.186, -1.461, 0.606, 0.464, -0.371, -0.149, -0.570, -0.237, 0.297, 0.338, 0.332, 0.144, 0.299, -1.159, 0.555, -0.518, 0.347, 0.187, 0.343, -0.413, 0.454, 0.290, -0.115, -0.116, -0.585, -0.407, -0.090, 0.505, 0.478, -0.091, 0.312, -1.219, 0.290, -0.363, 0.386, 0.268, 0.330, -0.152, 0.424, 0.333, -1.134, 0.072, -0.079, 0.288, 0.533, 0.045, -0.071, 0.614, 0.205, -1.012, 0.102, -0.580, 0.162, 0.275, 0.373, 0.001, 0.409, -0.079, -1.074, -0.196, 0.403, 0.097, 0.417, 0.302, 0.177, 0.423, -0.205, -1.201, -0.042, -0.457, 0.296, 0.387, 0.287, 0.212, 0.253, 0.439, -1.467, 0.242, -0.539, 0.294, 0.379, 0.366, 0.380, 0.028, -0.055], "total_energy_ev": -149237.967, "spin_multiplicity": 2, "total_charge": 1, "homo_ha": [-0.3162, -0.3845], "s_squared": 0.772, "orbital_gap_ev": [3.27, 5.14]}